ORCA calculation (wB97M-V/def2-TZVPD) on a cluster of 17 separate species, C66H171N5O22 in total in a non-equilibrium geometry.

Geometry as XYZ:
```
264
Properties=species:S:1:pos:R:3:mulliken_charge:R:1
O 9.83803 1.73291 -0.98265 -0.56
O 6.46652 8.64750 3.34515 -0.33
O 1.82638 2.92207 -6.42210 -0.49
O 6.66892 4.59625 8.31825 -0.50
O 6.13531 -3.28209 -2.22594 -0.19
O 10.90050 -2.02428 7.28417 -0.55
O 2.24514 0.93818 2.16707 -0.16
O -2.55384 3.76368 -8.21426 -0.54
O 11.45899 7.36658 7.00467 -0.34
O 2.57093 7.13731 -4.19800 -0.51
O 1.66385 -2.67227 0.77597 -0.04
O -2.88271 -9.44395 -1.27686 -0.52
O 3.65897 -3.97516 10.07145 -0.57
O -10.95285 0.38380 -6.36864 -0.39
O 3.05985 -6.69145 -8.10859 -0.53
O -10.38746 2.67993 -1.48724 -0.25
O -8.55376 -5.22452 2.45123 -0.54
O -14.57411 2.80630 0.98311 -0.24
O 1.51659 -8.62815 -1.61753 -0.50
O -0.62019 -1.20311 -1.47422 -0.08
O -7.05532 -4.35269 -6.23278 -0.31
O -3.74589 3.17540 2.70889 -0.53
N 8.80634 7.89831 6.17507 -0.21
N -9.33027 -1.79022 -4.82151 -0.21
N 3.00910 -3.72893 -1.64908 -0.12
N -0.02801 1.20288 0.23334 -0.16
N -13.46278 2.85528 -1.96658 -0.39
C 3.38074 -1.64530 9.95163 -1.28
C 2.76002 -3.62644 0.84897 -0.98
C 0.68463 -2.91107 1.79854 -0.99
C 3.27681 8.22527 -4.79550 0.46
C 1.79228 -6.99751 -8.67262 0.60
C 7.81519 1.10909 0.16337 -0.99
C 4.76685 7.98040 -4.99438 -1.17
C -1.26230 -2.45668 -1.54660 -0.84
C 9.03659 -0.75398 6.36617 -1.18
C 7.33669 -4.06077 -2.08169 -0.84
C -15.54173 3.39739 1.83683 -0.84
C 3.91848 1.95170 -5.73071 -1.31
C 10.26456 -0.07161 8.39923 -1.33
C 9.49893 8.74449 7.17290 -0.75
C 2.53021 8.64755 -6.06571 -1.20
C -0.58678 1.17733 -1.14040 -0.58
C -9.82036 1.19974 -6.76418 -0.61
C -4.29569 3.60514 -6.58455 -1.12
C 3.66551 -3.42724 -0.42170 -0.42
C -3.28482 2.64914 5.06870 -1.21
C -11.38406 3.08510 -0.49133 -0.43
C -8.28939 -2.39098 -5.67614 -0.38
C -6.77413 -5.72796 -6.04482 -0.75
C -5.55507 3.06596 3.99922 -1.34
C 2.37653 -10.61518 -2.63969 -1.33
C 6.73366 4.77979 10.62245 -1.19
C 5.17535 -4.02944 -2.95337 -0.81
C 2.67438 -9.43521 -1.68969 0.51
C 8.10263 3.26845 -1.40179 -1.41
C 5.45826 7.90492 2.64286 -0.70
C 0.67744 -6.79839 -7.65106 -1.17
C -8.04341 -3.19334 1.40681 -1.40
C 3.74468 -3.39506 -2.83322 -0.68
C 8.00802 8.74814 5.26315 -0.65
C 1.71834 2.17950 1.74527 -0.60
C -1.49086 -0.03315 -1.40649 -0.83
C -15.15215 2.27941 -0.17213 -0.68
C 3.07593 -9.84279 -0.27878 -1.14
C -3.36295 -9.68097 -0.00266 0.45
C -3.57926 4.46668 -7.60008 0.54
C 2.87937 2.05775 -6.82512 0.60
C 1.75806 -8.37957 -9.20226 -1.42
C 3.09971 -2.96314 9.27849 0.60
C -9.08156 2.48873 -0.94740 -0.83
C 10.55152 7.91183 7.93950 -0.54
C -4.15729 2.47336 3.83369 0.60
C 12.22974 6.33373 7.57078 -0.72
C 10.37731 -0.73054 7.05884 0.56
C 2.11708 0.72161 -7.06098 -1.18
C -2.93953 -11.03802 0.59784 -1.34
C -8.48472 -4.60510 1.17336 0.61
C -14.09803 1.80169 -1.17384 -0.76
C -10.69664 -1.78513 -5.33924 -0.85
C 7.13648 7.83896 4.31542 -0.38
C -8.23126 -3.89998 -5.52174 -0.53
C 4.57074 5.35028 9.19937 -1.24
C 8.42134 1.78620 -1.12440 0.58
C -10.86522 -0.99832 -6.65798 -0.34
C 1.61688 -3.18322 9.20220 -1.30
C 1.14742 2.04192 0.30951 -0.71
C 5.79369 4.48230 9.40749 0.42
C -9.88624 -4.65482 0.58609 -1.20
C -3.04020 -8.56220 1.00061 -1.09
C -12.62069 3.76047 -1.17951 -0.76
C -2.96119 5.70632 -6.99706 -1.35
C 2.64701 0.83668 3.53375 -0.83
H 10.16055 2.31831 -1.67178 0.30
H -5.68493 4.13500 4.16773 0.34
H -2.92341 2.83200 2.35223 0.26
H -9.10919 -4.47528 -5.81562 0.31
H 3.49200 -8.90053 -2.17311 0.26
H -9.85328 -4.26101 -0.42975 0.28
H -16.40004 2.78422 2.11148 0.32
H -9.11814 1.82121 -0.08648 0.32
H -9.97345 2.18796 -6.33047 0.25
H 3.61600 1.68091 -4.71914 0.30
H -3.76615 2.16339 5.91750 0.33
H 2.23642 -10.18099 0.32862 0.32
H 1.30363 -4.21590 9.04877 0.34
H 6.19543 4.58844 11.55078 0.38
H 7.71084 7.04243 3.84239 0.33
H -2.03442 -0.00927 -2.35097 0.46
H 1.46523 8.87472 -6.01765 0.32
H -14.98730 3.61139 2.75055 0.24
H -0.49130 -3.19800 -1.75661 0.16
H 1.76986 0.43653 -6.06788 0.26
H -7.36858 -1.85436 -5.44750 0.37
H 4.69722 1.22077 -5.94844 0.38
H 3.17624 -3.78358 -3.67822 0.50
H -11.27934 -1.19623 -4.63089 0.41
H 5.13130 -5.05947 -2.59952 0.37
H 1.18118 -3.01788 2.76297 0.35
H -7.56604 -6.41994 -6.33143 0.28
H 4.78761 6.41816 9.22586 0.30
H -0.26348 -7.21152 -8.01448 0.36
H -13.26172 4.19244 -0.41104 0.30
H -2.02166 -2.60790 -2.31381 0.37
H 3.90806 -2.32480 -2.95964 0.33
H -3.13448 3.70471 5.29515 0.32
H 0.22826 1.15630 -1.86384 0.32
H -3.75595 6.36300 -6.64315 0.36
H 4.54760 -4.06357 -0.35040 0.38
H -8.50392 3.35113 -0.61473 0.32
H -4.25194 1.41208 3.60380 0.22
H 11.54572 5.50207 7.73977 0.29
H 3.15691 -0.12152 3.63356 0.19
H 4.56216 -4.15978 9.80358 0.32
H -2.23873 -0.01811 -0.61367 0.35
H 5.34900 7.92354 -4.07462 0.32
H 2.11892 -3.26251 -1.54840 0.02
H 0.99972 -2.83074 10.02862 0.32
H 7.61516 4.14559 10.71649 0.30
H 8.48234 3.55298 -2.38310 0.41
H -2.32500 6.26620 -7.68253 0.33
H -6.15376 2.83006 3.11944 0.29
H -4.22872 4.75118 -8.42795 0.21
H 13.04699 6.04338 6.91054 0.25
H -8.42531 -2.23055 -6.74566 0.11
H 6.44551 7.24520 4.91384 0.23
H 7.59947 -4.49635 -3.04570 0.33
H 0.20245 0.25202 0.48404 0.07
H -8.13306 -4.11156 -4.45698 0.30
H -10.21470 -5.69129 0.50900 0.38
H -14.60347 1.12108 -1.85898 0.44
H 8.49222 3.93962 -0.63639 0.34
H 7.87776 0.05368 -0.10178 0.22
H 7.42623 9.38382 5.93061 0.35
H -2.32123 2.14840 4.97462 0.31
H 2.75232 -0.08700 -7.42251 0.34
H -15.80857 1.47303 0.15493 0.51
H 11.21056 -0.02164 8.93837 0.33
H 0.23655 -3.87845 1.57166 0.36
H 11.17240 -2.28349 6.40072 0.33
H -8.79428 -2.55942 1.87847 0.33
H 10.05624 9.55745 6.70749 0.39
H -8.94434 -6.07794 2.24945 0.34
H 3.18487 1.72504 3.86485 0.36
H 3.22622 9.04820 -4.08253 0.22
H 11.06862 8.56790 8.63971 0.39
H -1.98565 -8.31423 0.88007 0.27
H -3.88635 3.61003 -5.57435 0.27
H -4.43974 -9.80514 -0.11764 0.25
H -15.87511 2.90058 -0.70090 0.35
H 10.00576 7.10719 8.43225 0.33
H 3.94772 -2.37552 -0.37347 0.31
H 9.52166 -0.53807 9.04623 0.32
H 4.44229 -1.45723 10.11235 0.33
H 3.84230 -10.60771 -0.40397 0.33
H 7.32996 -4.95180 -1.45390 0.34
H 1.76037 -7.71636 -1.79303 0.25
H -5.86076 -6.04951 -6.54529 0.26
H -6.53578 -5.87196 -4.99099 0.32
H 1.89418 1.58260 -0.33816 0.39
H 2.93842 -0.86091 9.33749 0.33
H -3.61668 -11.44484 1.34889 0.38
H 5.51729 -4.12016 -3.98435 0.49
H 8.16952 1.23087 -2.02789 0.18
H 5.89565 7.21635 1.91992 0.27
H -2.02169 -10.95632 1.18007 0.31
H 0.93753 3.01966 -0.12416 0.48
H -11.78385 -1.34310 -7.13270 0.34
H 1.29190 0.88995 -7.75296 0.37
H 3.06944 9.52960 -6.41113 0.34
H 1.99966 -9.08518 -8.40738 0.35
H 5.21940 8.82747 -5.50992 0.34
H -1.76269 -2.67499 -0.60316 0.31
H 8.62915 9.39420 4.64273 0.31
H 9.96079 0.96180 8.23218 0.36
H 5.00987 8.68820 2.03171 0.24
H -9.74976 1.06103 -7.84300 0.31
H 3.78318 5.12150 9.91736 0.36
H 4.96877 7.01290 -5.45403 0.27
H 1.80972 0.87457 4.23061 0.29
H 6.77411 1.40169 0.29989 0.27
H 3.63532 -8.97632 0.07396 0.30
H 4.47986 2.87894 -5.61591 0.28
H 1.24122 2.95994 -7.18219 0.26
H 8.15610 -3.41420 -1.76769 0.24
H 8.85305 9.18638 7.93163 0.43
H -7.85112 -2.62239 0.49845 0.37
H -8.42427 2.01442 -1.67618 0.26
H 12.71709 6.59851 8.50912 0.29
H 6.99935 5.83619 10.66166 0.30
H 1.72556 -11.30762 -2.10597 0.30
H -11.10039 -2.79661 -5.38395 0.31
H -7.76472 -5.00647 0.46020 0.17
H 0.84136 2.33159 2.37446 0.27
H 7.02371 3.38624 -1.50259 0.33
H -2.41167 5.43867 -6.09457 0.33
H 3.54364 -2.98821 8.28330 0.22
H -3.61298 -7.65514 0.80754 0.28
H 3.28899 -3.52729 1.79683 0.43
H -1.92585 -9.36659 -1.28419 0.29
H -3.15771 -8.95721 2.00969 0.35
H 8.41677 1.32510 1.04628 0.32
H -13.06803 2.34989 -2.74687 0.29
H 3.49215 -7.52215 -7.89728 0.32
H 4.22149 5.15903 8.18471 0.33
H -8.94166 0.73469 -6.31728 0.22
H -11.67555 2.26291 0.16224 0.35
H 2.39466 -4.65226 0.80066 0.41
H 1.57576 -6.29668 -9.47887 0.19
H 7.01152 5.49131 8.26269 0.26
H 8.30584 -1.37496 6.88432 0.30
H -4.25585 2.59108 -6.98230 0.33
H 3.28652 2.42137 -7.76858 0.19
H 2.56471 -8.52111 -9.92155 0.36
H 2.49879 6.41579 -4.82712 0.31
H 8.69476 0.27586 6.26289 0.31
H -10.61331 -4.09544 1.17478 0.32
H -2.63557 -11.77713 -0.14337 0.38
H -12.30961 4.59316 -1.81034 0.36
H -2.87270 2.94140 -8.59346 0.29
H 0.49733 -5.78146 -7.30245 0.32
H 2.66909 7.88294 -6.83004 0.31
H 11.05349 -0.12470 6.45564 0.21
H -6.06130 2.49231 4.77560 0.40
H -13.32547 1.13162 -0.79671 0.37
H -10.03695 -1.13199 -7.35382 0.30
H 9.55897 7.49698 5.63414 0.22
H -7.15344 -3.09254 2.02803 0.33
H -10.89255 3.83534 0.12807 0.42
H -15.86133 4.36259 1.44395 0.34
H 1.30068 -2.58287 8.34915 0.35
H 2.54096 2.89447 1.75970 0.38
H -5.31781 3.98340 -6.56694 0.34
H -0.19098 -2.26206 1.81290 0.25
H 4.76963 7.42233 3.33640 0.32
H 3.28882 -11.17615 -2.84253 0.38
H 0.90339 -7.37714 -6.75547 0.23
H 0.83441 -8.66021 -9.70843 0.39
H 3.06410 -1.52941 10.98817 0.33
H 1.97242 -10.33250 -3.61175 0.31
H 5.43579 3.45859 9.29781 0.27
H -9.07469 -0.89928 -4.42025 0.27
H 9.13221 -1.16652 5.36180 0.33
H -1.16230 2.09597 -1.25429 0.39
```

The highest occupied orbital energy comes out at -8.45 eV. As for the electronic energy: -123697.897 eV. As for the HOMO-LUMO gap: 8.5946 eV. Its energy above the lowest of the compared OMol25 structures with the same formula, charge and spin is 1.865 eV.